13
Properties=species:S:1:pos:R:3 method="wB97M-V/def2-TZVPD" homo_energy_ha=-0.3622 de_lowest_kcal_mol=43.81 energy_ha=-249.4034 smiles="CC(C)=CC#N"
H -0.83 1.71 0.60
C 1.53 0.99 0.02
H -1.50 0.26 0.48
H 0.21 -1.57 -1.05
C 0.50 0.15 -0.01
C 0.57 -1.34 -0.15
N 3.96 -0.20 0.32
H 1.60 2.02 -0.03
C -0.82 0.85 0.04
H -1.32 1.15 -0.98
H 1.64 -1.78 0.04
C 2.94 0.41 0.19
H 0.06 -1.71 0.72

13
Properties=species:S:1:pos:R:3 method="wB97M-V/def2-TZVPD" homo_energy_ha=-0.3441 de_lowest_kcal_mol=48.56 energy_ha=-249.3959 smiles="CC(C)=CC#N"
H -1.71 1.72 0.03
H -0.26 -1.94 -0.38
C 1.28 0.07 -0.18
H -1.92 -1.14 -0.75
C -0.68 1.47 0.32
C -0.96 -1.01 -0.13
H -0.87 1.60 1.43
C -0.08 0.09 0.06
N 2.64 -1.88 -0.68
C 1.90 -1.05 -0.46
H -1.27 -1.26 0.93
H 1.99 0.96 -0.12
H -0.07 2.37 -0.06

13
Properties=species:S:1:pos:R:3 method="wB97M-V/def2-TZVPD" homo_energy_ha=-0.2492 de_lowest_kcal_mol=103.30 energy_ha=-249.3086
C -1.83 0.12 0.65
H 3.58 -1.11 0.61
N -0.77 0.03 -0.16
H -2.75 -0.33 0.30
C -0.68 -0.64 -1.30
H -1.47 -1.33 -1.54
C 2.67 -0.56 0.50
H 0.14 -0.44 -1.97
C 1.64 0.04 0.37
H 0.55 1.60 -0.54
C 0.42 0.83 0.23
H 0.18 1.35 1.17
H -1.69 0.43 1.67

In order of appearance, gap between HOMO and LUMO = 10.6 9.8 7.7 eV.